No. 1
Formula: C20H20LaN6O5
Source: OMol25
Level of theory: the ωB97M-V functional and the def2-TZVPD basis

Structure (ORCA input):
```
! wB97M-V def2-TZVPD RIJCOSX def2/J DEFGRID3
* xyz 1 1
La 0.44614 -0.14821 0.54542
O 0.36482 -0.33251 3.27861
C 1.35819 0.29725 4.10465
C 2.56579 0.62794 3.23826
N 2.15043 1.20342 1.95405
C 1.49108 2.52559 2.05685
C 0.46825 2.50171 0.90214
O 0.68387 3.11899 -0.13169
O -0.49798 1.67029 1.08587
C 3.29272 1.22778 1.01373
C 3.43366 -0.17378 0.36112
O 4.46790 -0.79126 0.42918
O 2.32894 -0.56394 -0.21309
H -0.45310 -0.37203 3.78308
H 1.65672 -0.37505 4.91102
H 0.94764 1.20256 4.55538
H 3.12161 -0.28653 3.01653
H 3.22684 1.30446 3.79072
H 2.19708 3.35064 1.95908
H 0.94704 2.60617 2.99430
H 4.23060 1.49536 1.50337
H 3.07711 1.94412 0.21890
N -0.08252 2.39502 -3.43188
C 0.47197 1.73027 -2.42367
N -0.05894 0.68797 -1.84802
C -1.27515 0.21041 -2.31798
N -1.89689 -0.80315 -1.78290
N -1.34156 -1.33356 -0.65657
C -1.84595 -2.43379 -0.23672
C -1.28897 -3.08866 0.94561
C -1.89661 -4.21803 1.48044
C -1.29802 -4.85571 2.55443
C -0.10161 -4.35805 3.04327
C 0.42671 -3.21374 2.46524
N -0.15491 -2.57115 1.45639
C -1.88912 0.83961 -3.47798
C -3.06691 0.36658 -4.06486
C -3.61294 1.02537 -5.14306
C -2.99780 2.17013 -5.65323
C -1.83173 2.64881 -5.09488
C -1.27551 1.97724 -4.01111
H 0.36822 3.22185 -3.79028
H 1.43061 2.09037 -2.08344
H -2.66048 -2.91170 -0.77614
H -2.81843 -4.58766 1.05217
H -1.74981 -5.73452 2.99413
H 0.41481 -4.84215 3.85973
H 1.35963 -2.79934 2.82663
H -3.52752 -0.51780 -3.64996
H -4.52143 0.65675 -5.59892
H -3.43609 2.68445 -6.49757
H -1.34843 3.53121 -5.49639
*
```

Calculated values
Frontier orbital gap (eV): 7.438

Löwdin atomic charge list, values in e, 2 entries: atom 1 (La): 2.094, atom 2 (O): -0.153

=====

No. 2
Formula: C19H23ClN2O5S
Source: OMol25
Level of theory: the ωB97M-V functional and the def2-TZVPD basis

Structure (ORCA input):
```
! wB97M-V def2-TZVPD RIJCOSX def2/J DEFGRID3
* xyz 0 1
C 1.35797 4.48835 1.35684
O 1.61517 3.17520 1.80669
C 2.13820 2.25304 0.93407
C 2.96737 1.29476 1.50418
C 3.51138 0.26699 0.75968
C 3.22984 0.16988 -0.59422
C 3.76877 -0.95275 -1.44121
C 3.67141 -2.32440 -0.75962
N 2.34583 -2.57901 -0.24929
C 2.08780 -2.65390 1.06707
O 2.94285 -2.67861 1.93006
C 0.59785 -2.71141 1.39602
C 0.06288 -1.28635 1.55903
N 0.20180 -0.52578 0.33425
S -0.68407 -0.90872 -1.00169
O -0.53520 0.18077 -1.91893
O -0.30229 -2.21723 -1.45630
C -2.38501 -0.97548 -0.43630
C -2.98704 -2.19193 -0.18465
C -4.29056 -2.21216 0.28765
C -4.97176 -1.02627 0.50407
C -4.34681 0.18674 0.24213
Cl -5.19683 1.66045 0.50520
C -3.04220 0.22065 -0.22887
C 2.41637 1.13296 -1.17699
C 1.85572 2.17081 -0.44234
O 1.01465 3.11029 -0.97858
C 0.73780 3.05956 -2.36080
H 0.44050 4.54550 0.76739
H 2.18941 4.87595 0.76307
H 1.24920 5.08753 2.26112
H 3.16994 1.37616 2.56055
H 4.14065 -0.45762 1.24898
H 3.21114 -0.98332 -2.37971
H 4.81962 -0.76571 -1.68104
H 4.35119 -2.38936 0.09226
H 3.94004 -3.10372 -1.48129
H 1.56856 -2.49330 -0.89192
H 0.05703 -3.22942 0.60678
H 0.47131 -3.23903 2.34178
H -0.98969 -1.32129 1.88169
H 0.64677 -0.77459 2.32719
H 0.29341 0.47025 0.45355
H -2.43614 -3.09860 -0.37548
H -4.77903 -3.15315 0.48748
H -5.98632 -1.03553 0.87024
H -2.54376 1.15035 -0.45196
H 2.18631 1.04871 -2.22629
H 0.23591 2.12592 -2.62697
H 0.07314 3.90154 -2.55042
H 1.64967 3.17965 -2.95397
*
```

Calculated values
Energy relative to the best compared isomer or geometry (same formula, charge and spin) (kJ/mol): 0.00
Frontier orbital gap (eV): 8.302
SMILES string: COc1ccc(CCNC(=O)CCNS(=O)(=O)c2cccc(Cl)c2)cc1OC

Löwdin atomic charge list, values in e, 2 entries: atom 1 (C): -0.079, atom 2 (O): -0.080

=====

No. 3
Formula: C4H14N2O
Source: OMol25
Level of theory: the ωB97M-V functional and the def2-TZVPD basis

Structure (ORCA input):
```
! wB97M-V def2-TZVPD RIJCOSX def2/J DEFGRID3
* xyz 0 1
N 1.53630 -1.58671 -0.92884
C 1.23877 0.73221 0.15079
C 2.08342 0.39398 1.35314
C -0.21077 0.46215 0.28219
N -1.03106 0.51168 -0.96342
C -1.79481 -0.75329 -1.00482
H 2.44248 -2.01281 -1.05508
H 1.45189 -0.29470 -0.60310
H 1.46584 1.75526 -0.20869
H 3.17520 0.37478 1.36408
H 1.96703 -0.70997 1.34723
H 1.68013 0.49024 2.39544
H -0.53727 1.42561 0.77101
H -0.50390 -0.33579 0.96046
H -1.76221 1.21274 -0.66146
H -1.23698 -1.61120 -0.63730
H -2.65960 -0.70231 -0.33798
H -2.16798 -1.02654 -1.99664
H 0.92322 -1.67331 -1.72398
H -3.26559 2.09484 0.77000
O -2.79411 1.25312 0.72696
*
```

Calculated values
Energy relative to the best compared isomer or geometry (same formula, charge and spin) (kJ/mol): 871.31
Frontier orbital gap (eV): 4.370

Löwdin atomic charge list, values in e, 2 entries: atom 1 (N): 0.092, atom 2 (C): -0.147

=====

No. 4
Formula: C26H26N3O5SbSr
Source: OMol25
Level of theory: the ωB97M-V functional and the def2-TZVPD basis

Structure (ORCA input):
```
! wB97M-V def2-TZVPD RIJCOSX def2/J DEFGRID3
* xyz 0 1
Sr 0.12173 0.14848 0.01663
C 3.13478 -1.85722 -1.53178
C 3.67838 -0.81336 -0.59932
C 5.05654 -0.65303 -0.45455
C 5.55307 0.32071 0.38116
C 4.65565 1.11288 1.08559
C 3.29573 0.90102 0.90794
N 2.80655 -0.03820 0.06891
Sb 2.11111 2.13512 2.24259
C 0.85762 3.30438 0.91117
C 1.01690 4.66927 1.10763
C 0.21378 5.54637 0.39062
C -0.71579 5.02767 -0.48255
C -0.82301 3.64738 -0.64476
C -1.80739 3.06621 -1.61729
N -0.04219 2.79539 0.04304
C 0.70183 0.72369 3.10955
C 0.71233 0.75872 4.49554
C -0.13850 -0.10102 5.18462
C -0.95401 -0.95074 4.47419
C -0.92820 -0.94703 3.07847
C -1.81196 -1.85882 2.28304
N -0.10117 -0.11034 2.41881
H 3.83017 -2.69113 -1.61756
H 2.16459 -2.21284 -1.18684
H 3.01042 -1.42762 -2.53007
H 5.72136 -1.30565 -1.00523
H 6.62080 0.45673 0.49964
H 5.00568 1.87180 1.77255
H 1.74589 5.03774 1.81676
H 0.30925 6.61688 0.52454
H -1.37140 5.67654 -1.04814
H -2.61539 3.76857 -1.81524
H -1.30424 2.85735 -2.56621
H -2.21034 2.12724 -1.23691
H 1.36585 1.43663 5.02531
H -0.15696 -0.10051 6.26800
H -1.62501 -1.63110 4.98133
H -2.41718 -2.47699 2.94482
H -2.48122 -1.29184 1.62925
H -1.22832 -2.51440 1.63099
O -3.80806 -1.22404 -0.45487
C -2.79439 -0.80171 -0.99271
O -1.96298 0.05196 -0.47904
C -2.40976 -1.30875 -2.38153
C -1.76694 -0.21628 -3.24646
C -1.74334 -0.64739 -4.71581
C -0.60204 -1.69952 -4.70746
C -0.19237 -1.68323 -3.23305
O -0.36193 -0.28322 -2.88079
C -1.25249 -2.39436 -2.38106
C -0.75109 -2.75714 -0.98590
O -1.19823 -3.74985 -0.42786
O 0.11508 -1.93110 -0.48563
H -3.31644 -1.70149 -2.83266
H -2.15064 0.78110 -3.06898
H -2.70499 -1.05492 -5.02951
H -1.50218 0.19654 -5.36328
H -0.92457 -2.69131 -5.02606
H 0.22907 -1.38974 -5.34185
H 0.82678 -1.99294 -3.03475
H -1.58711 -3.31926 -2.84298
*
```

Calculated values
Frontier orbital gap (eV): 7.882

Löwdin atomic charge list, values in e, 2 entries: atom 1 (Sr): 1.506, atom 2 (C): -0.018

=====

No. 5
Formula: C5H8O3
Source: OMol25
Level of theory: the ωB97M-V functional and the def2-TZVPD basis

Structure (ORCA input):
```
! wB97M-V def2-TZVPD RIJCOSX def2/J DEFGRID3
* xyz 0 1
C 0.70406 -0.53160 -0.01906
C -1.86026 1.22154 1.00365
C 0.90075 -1.59813 -1.05028
C -1.34336 0.11262 0.14444
C 1.72762 0.74662 0.00027
O -0.00463 0.64386 -0.51621
O -1.93510 -0.83435 -0.27414
O 2.27761 1.10345 1.02796
H 0.58074 -0.77076 1.03335
H 2.11008 1.01284 -0.99514
H -1.83095 0.95300 2.06136
H -1.28616 2.13388 0.83940
H -2.89812 1.43062 0.73226
H 1.69131 -2.28620 -0.73994
H -0.02331 -2.15834 -1.22908
H 1.18973 -1.17907 -2.01884
*
```

Calculated values
Energy relative to the best compared isomer or geometry (same formula, charge and spin) (kJ/mol): 336.64
Frontier orbital gap (eV): 9.498

Löwdin atomic charge list, values in e, 2 entries: atom 1 (C): -0.300, atom 2 (C): 0.029

=====

No. 6
Formula: CN2O5S
Source: OMol25
Level of theory: the ωB97M-V functional and the def2-TZVPD basis

Structure (ORCA input):
```
! wB97M-V def2-TZVPD RIJCOSX def2/J DEFGRID3
* xyz 0 1
N 1.88279 -1.86502 0.28837
C 1.37915 -0.85434 0.14745
S 0.84045 0.81073 -0.09683
O 0.60439 1.05723 -1.46732
O 1.67342 1.62577 0.70234
O -0.62845 0.86362 0.69308
N -1.62855 0.04754 0.10547
O -2.72704 0.40400 0.24175
O -1.17316 -0.89790 -0.42497
*
```

Calculated values
Energy relative to the best compared isomer or geometry (same formula, charge and spin) (kJ/mol): 0.00
Frontier orbital gap (eV): 12.365
SMILES string: N#CS(=O)(=O)O[N+](=O)[O-]

Löwdin atomic charge list, values in e, 2 entries: atom 1 (N): 0.185, atom 2 (C): -0.244